1.
Density functional theory data (ωB97M-V/def2-TZVPD) for C4H5ErF2LiO2 as an isolated structure in a non-equilibrium geometry.

XYZ file:
```
15
Properties=species:S:1:pos:R:3
O 0.77741 2.02688 0.18238
C 1.16089 1.35723 -0.98567
C 1.09272 -0.15649 -0.80056
Li 1.83029 2.99996 1.22306
H 2.18659 1.61898 -1.30623
H 0.49518 1.68110 -1.82039
F 1.08081 -0.66106 -2.17412
C -0.55280 -1.65950 0.15072
C -1.76901 -1.99907 0.57824
O -0.29508 -0.38060 -0.37478
H 0.27116 -2.36727 0.01599
F -0.64855 0.36334 2.80791
H -2.57449 -1.26773 0.66264
H -1.96383 -3.03435 0.85518
Er -1.09130 1.47859 0.98562
```

The expectation value of S² is 6.003. As for the multiplicity: 5. Its total energy is -41582.9496 eV.

So, what does the Löwdin scheme give us? The charges, in e, come out as: atom 1 (O): -0.63, atom 2 (C): -0.37, atom 3 (C): -0.30, atom 4 (Li): 0.71, atom 5 (H): 0.11, atom 6 (H): 0.11, atom 7 (F): -0.12, atom 8 (C): -0.20, atom 9 (C): 0.01, atom 10 (O): -0.30, atom 11 (H): 0.13, atom 12 (F): -0.62, atom 13 (H): 0.04, atom 14 (H): 0.06, atom 15 (Er): 1.37

---

2.
Density functional theory data (ωB97M-V/def2-TZVPD) for a 2-piece molecular cluster, C4H5F overall in a non-equilibrium geometry.

XYZ file:
```
10
Properties=species:S:1:pos:R:3
C 1.62650 0.38121 -0.04875
C -1.84873 -0.89404 -0.17860
C 0.75255 1.36370 0.12485
C -1.75100 0.34543 -0.20617
F -2.53400 1.31055 0.29240
H 2.76387 0.55109 -0.09967
H 1.17981 -0.60599 -0.12351
H -2.64818 -1.61646 -0.35719
H -0.98610 -1.41059 -0.49494
H 0.82535 2.36176 0.31064
```

Its total energy is -6939.6350 eV.

So, what does the Löwdin scheme give us? The charges, in e, come out as: atom 1 (C): -0.10, atom 2 (C): -0.02, atom 3 (C): 0.04, atom 4 (C): -0.16, atom 5 (F): 0.03, atom 6 (H): 0.08, atom 7 (H): 0.02, atom 8 (H): 0.08, atom 9 (H): 0.03, atom 10 (H): -0.01

---

3.
Density functional theory data (ωB97M-V/def2-TZVPD) for the molecule C4H5F2N in a non-equilibrium geometry.

XYZ file:
```
12
Properties=species:S:1:pos:R:3
H 2.02875 -1.79109 1.24028
N 1.12436 -1.36770 1.26765
C 0.91162 -0.44635 0.47312
C -0.63618 0.22103 0.30447
C -1.80147 -0.39875 0.38206
C 1.95678 0.34128 -0.42791
F 3.16498 -0.30170 -0.51345
F 2.05565 1.66781 0.10743
H -0.62898 1.27368 0.17688
H -2.71160 0.03923 0.14133
H -1.86806 -1.45897 0.51899
H 1.66246 0.59955 -1.48653
```

The SMILES is [H]/N=C(/C=C)C(F)F. Its total energy is -11152.0509 eV.

So, what does the Löwdin scheme give us? The charges, in e, come out as: atom 1 (H): 0.06, atom 2 (N): 0.17, atom 3 (C): -0.23, atom 4 (C): -0.07, atom 5 (C): 0.01, atom 6 (C): -0.27, atom 7 (F): 0.04, atom 8 (F): -0.02, atom 9 (H): 0.07, atom 10 (H): 0.03, atom 11 (H): 0.06, atom 12 (H): 0.16

---

4.
Density functional theory data (ωB97M-V/def2-TZVPD) for a 3-piece molecular cluster, C4H5F3N4O overall in a non-equilibrium geometry.

XYZ file:
```
17
Properties=species:S:1:pos:R:3
C -0.13063 1.04642 1.98957
C -0.77718 0.52335 0.95804
C -1.72066 1.21156 0.17861
N -2.38872 1.82230 -0.57430
N -0.66391 -0.87700 0.65284
O 0.13733 -1.61895 1.19792
N -1.53117 -1.22241 -0.21214
F -1.60080 -2.54682 -0.38772
H -0.28696 2.16789 2.28840
H 0.45988 0.44325 2.71812
C 0.76792 0.10271 -3.05617
N 0.94378 -0.13290 -1.86509
F 1.33604 0.99108 -1.08388
H 0.36602 -0.76803 -3.59644
H 0.97141 1.19066 -3.36656
F 2.47477 -0.93344 2.34490
H 1.64289 -1.39969 1.81389
```

The SMILES is C=C(C#N)/[N+]([O-])=N/F.C=NF.F. Its total energy is -20380.6646 eV.

So, what does the Löwdin scheme give us? The charges, in e, come out as: atom 1 (C): 0.16, atom 2 (C): -0.29, atom 3 (C): -0.20, atom 4 (N): 0.19, atom 5 (N): -0.25, atom 6 (O): 0.01, atom 7 (N): 0.12, atom 8 (F): 0.03, atom 9 (H): 0.14, atom 10 (H): 0.09, atom 11 (C): -0.02, atom 12 (N): -0.02, atom 13 (F): -0.11, atom 14 (H): 0.10, atom 15 (H): 0.13, atom 16 (F): -0.24, atom 17 (H): 0.14

---

total energy of number 2 (C4H5F)? -6939.6350 eV

---

Which of these has the highest total energy? C4H5F

---

total energy of number 3 (C4H5F2N)? -11152.0509 eV